# 1
{
  "formula": "C24H16Cl2N6O2PdS",
  "method": "ωB97M-V/def2-TZVPD",
  "total_charge": 0,
  "orbital_gap_ev": 5.6,
  "max_force_ev_per_a": 3.85,
  "species": ["Pd", "Cl", "C", "C", "C", "N", "C", "O", "C", "C", "C", "C", "C", "N", "C", "C", "C", "Cl", "N", "C", "O", "C", "C", "C", "C", "C", "N", "H", "H", "H", "H", "H", "H", "H", "H", "H", "H", "N", "C", "S", "C", "C", "C", "N", "C", "C", "H", "H", "H", "H", "H", "H"],
  "positions_angstrom": [[0.09670, 0.09192, 0.09921], [-4.51244, -2.34288, 4.42791], [-3.64200, -1.34449, 3.32993], [-2.50649, -1.83054, 2.71076], [-1.79356, -1.01128, 1.82972], [-0.66687, -1.36290, 1.13658], [0.05732, -2.50684, 1.24515], [-0.19837, -3.47672, 1.94689], [1.25869, -2.46015, 0.35313], [2.03808, -3.60629, 0.21297], [3.11890, -3.59646, -0.64338], [3.38942, -2.42268, -1.34299], [2.59417, -1.31092, -1.12945], [1.55309, -1.30367, -0.29777], [-2.22913, 0.33762, 1.61521], [-3.38886, 0.80280, 2.24002], [-4.09421, -0.03867, 3.07851], [-5.53340, 0.52929, 3.82936], [-1.40907, 1.07701, 0.80728], [-1.57473, 2.35622, 0.40047], [-2.48279, 3.12313, 0.68615], [-0.42192, 2.77145, -0.47389], [-0.52489, 3.87211, -1.31667], [0.58960, 4.30493, -2.01344], [1.79868, 3.65596, -1.78733], [1.81322, 2.53408, -0.97485], [0.72818, 2.06493, -0.36158], [-2.16198, -2.83132, 2.91316], [1.76210, -4.47579, 0.79038], [3.73558, -4.47265, -0.76931], [4.20734, -2.37295, -2.04239], [2.80216, -0.38667, -1.65414], [-3.71298, 1.81846, 2.07496], [-1.48355, 4.35729, -1.41115], [0.52409, 5.13869, -2.69320], [2.71012, 3.99869, -2.24703], [2.73770, 1.99340, -0.79938], [-2.56101, 0.91063, -7.00684], [-1.41011, 1.26410, -6.36568], [-0.34862, 2.28488, -7.19633], [-1.13865, 0.84872, -5.03220], [-1.99788, 0.06545, -4.22007], [-1.63941, -0.23175, -2.92573], [-0.46781, 0.10961, -2.36333], [0.37666, 0.79808, -3.15578], [0.08578, 1.20826, -4.42464], [-2.58792, 1.09496, -7.99776], [-3.05907, 0.09699, -6.68878], [-2.95117, -0.28326, -4.59141], [-2.30631, -0.80553, -2.29172], [1.34140, 1.03935, -2.72981], [0.78923, 1.80768, -4.98318]],
  "nbo_charge": [0.885, 0.017, -0.065, -0.278, 0.205, -0.604, 0.604, -0.625, 0.137, -0.203, -0.147, -0.248, 0.061, -0.437, 0.118, -0.248, -0.081, 0.019, -0.573, 0.600, -0.621, 0.157, -0.213, -0.142, -0.258, 0.040, -0.467, 0.265, 0.258, 0.227, 0.229, 0.196, 0.265, 0.253, 0.230, 0.230, 0.207, -0.749, 0.116, -0.154, -0.117, -0.213, 0.040, -0.444, 0.004, -0.140, 0.417, 0.386, 0.213, 0.214, 0.191, 0.244]
}


# 2
{
  "formula": "C4H6FNOS",
  "method": "ωB97M-V/def2-TZVPD",
  "total_charge": 0,
  "orbital_gap_ev": 8.3,
  "max_force_ev_per_a": 8.26,
  "species": ["C", "C", "C", "C", "H", "H", "H", "H", "H", "H", "N", "O", "F", "S"],
  "positions_angstrom": [[0.27849, 1.44489, -0.10580], [0.57943, -0.02562, -0.02526], [1.92657, -0.18340, 0.15897], [-2.46538, -1.28103, -0.21699], [-1.31461, 1.64844, -0.45965], [0.47944, 1.70568, 1.29595], [1.20026, 1.90539, -0.95866], [2.52909, 0.47531, -0.65117], [2.36233, 0.08946, 1.16421], [-2.41696, -2.35856, -0.29759], [-0.11117, -1.10188, 0.09447], [-1.44362, -0.39425, -0.13321], [2.33209, -1.60207, -0.00207], [-3.93596, -0.32236, 0.13680]],
  "nbo_charge": [-0.702, 0.094, 0.004, 0.152, 0.325, 0.273, 0.262, 0.196, 0.222, 0.217, -0.074, -0.422, -0.375, -0.171]
}


# 3
{
  "formula": "C51H83InNO34",
  "method": "ωB97M-V/def2-TZVPD",
  "total_charge": -1,
  "orbital_gap_ev": 5.5,
  "max_force_ev_per_a": 5.26,
  "species": ["C", "C", "O", "O", "C", "C", "In", "N", "C", "C", "C", "C", "O", "C", "C", "C", "O", "H", "H", "H", "H", "H", "H", "H", "H", "H", "H", "H", "H", "H", "H", "H", "H", "H", "H", "H", "H", "H", "H", "H", "C", "C", "C", "O", "C", "O", "O", "H", "H", "H", "H", "H", "H", "C", "C", "C", "O", "C", "O", "O", "H", "H", "H", "H", "H", "H", "C", "C", "C", "O", "C", "O", "O", "H", "H", "H", "H", "H", "H", "C", "C", "C", "O", "C", "O", "O", "H", "H", "H", "H", "H", "H", "C", "C", "C", "O", "C", "O", "O", "H", "H", "H", "H", "H", "H", "C", "C", "C", "O", "C", "O", "O", "H", "H", "H", "H", "H", "H", "C", "C", "C", "O", "C", "O", "O", "H", "H", "H", "H", "H", "H", "C", "C", "C", "O", "C", "O", "O", "H", "H", "H", "H", "H", "H", "C", "C", "C", "O", "C", "O", "O", "H", "H", "H", "H", "H", "H", "C", "C", "C", "O", "C", "O", "O", "H", "H", "H", "H", "H", "H"],
  "positions_angstrom": [[-1.39844, -0.58933, -5.55020], [-1.15131, 0.89407, -5.02890], [0.01839, 1.29766, -5.00255], [-2.27588, 1.59741, -4.61811], [-1.91818, 2.71379, -3.70537], [-1.52229, 3.97577, -4.57498], [-1.04901, 5.83783, -3.31212], [-0.96407, 7.44625, -4.77311], [0.98777, 5.78054, -2.35931], [1.04285, 5.23568, -0.86238], [1.22676, 3.63290, -0.82071], [1.04091, 3.03028, 0.64059], [-0.34220, 2.99672, 1.06806], [-2.75446, 6.36016, -1.93617], [-2.56707, 5.53734, -0.46035], [-2.53705, 6.55109, 0.89449], [-3.74096, 5.56143, 0.44669], [-0.47325, -1.00180, -6.06301], [-2.25806, -0.64225, -6.29329], [-1.68603, -1.21135, -4.64268], [-1.08280, 2.37922, -3.01045], [-2.84210, 2.91397, -3.08199], [-2.42339, 4.27137, -5.21990], [-0.63868, 3.76506, -5.25684], [-0.78280, 7.04084, -5.69769], [-1.91536, 7.85263, -4.74551], [1.62022, 5.05850, -2.99030], [1.47919, 6.80107, -2.41346], [0.21485, 5.60343, -0.18198], [2.01624, 5.63941, -0.40844], [2.32949, 3.46848, -1.08085], [0.62906, 3.10425, -1.62386], [1.63670, 3.68364, 1.37113], [1.45681, 1.96567, 0.67957], [-0.53230, 3.90441, 1.37358], [-2.85706, 7.45031, -1.66593], [-3.72692, 5.87572, -2.27527], [-1.84734, 4.59809, -0.45146], [-2.97190, 6.37777, 1.91910], [-1.54964, 5.97976, 1.18801], [-1.85939, 0.52679, 2.18717], [-0.98075, -0.33863, 3.06277], [-1.73609, -1.23635, 4.00280], [-0.80273, -1.40627, 5.07114], [-0.02065, -0.29502, 5.08411], [0.74001, -0.01248, 5.96484], [-0.21209, 0.45708, 3.96827], [-1.25008, 1.03819, 1.44081], [-2.61244, -0.06592, 1.66725], [-2.35766, 1.30447, 2.76995], [-0.28431, -0.91326, 2.44066], [-1.98462, -2.19671, 3.54882], [-2.64590, -0.78834, 4.40387], [0.41577, -3.49230, 6.68804], [0.90632, -4.79996, 7.26852], [0.47875, -6.00224, 6.48587], [0.46314, -7.02512, 7.48147], [0.22160, -6.40777, 8.66828], [-0.04730, -6.97848, 9.68569], [0.32135, -5.05527, 8.54963], [0.87502, -2.64981, 7.21048], [0.66554, -3.41467, 5.62993], [-0.66405, -3.38241, 6.81004], [1.99373, -4.77205, 7.39260], [1.17904, -6.24690, 5.69136], [-0.52656, -5.91369, 6.06076], [5.79356, 5.34441, 4.09647], [5.64599, 5.46021, 2.59424], [4.42580, 6.22001, 2.16160], [4.16032, 5.66215, 0.87846], [4.65494, 4.39630, 0.89298], [4.43893, 3.57487, 0.05391], [5.42841, 4.18302, 1.99551], [6.76489, 4.91144, 4.34706], [5.72046, 6.32162, 4.57863], [5.03687, 4.67902, 4.51892], [6.55574, 5.88726, 2.15849], [4.60988, 7.29290, 2.08721], [3.55495, 6.05156, 2.80277], [3.11406, 0.51005, -8.25449], [3.78898, 1.42448, -7.25527], [2.86683, 2.43775, -6.64468], [3.75967, 3.49922, -6.31310], [4.79959, 3.42047, -7.18394], [5.63499, 4.26345, -7.32010], [4.76507, 2.25209, -7.88826], [3.79628, -0.29047, -8.55283], [2.21640, 0.05448, -7.83115], [2.84647, 1.04911, -9.16657], [4.29557, 0.83219, -6.48553], [2.36650, 2.05760, -5.75286], [2.11310, 2.81938, -7.34013], [-4.19709, -5.35480, 1.01193], [-4.87732, -4.01918, 1.22181], [-4.55941, -3.00411, 0.16244], [-4.72524, -1.77426, 0.86179], [-4.47567, -2.03357, 2.17242], [-4.33572, -1.19593, 3.01177], [-4.40038, -3.37477, 2.40371], [-4.57806, -6.08742, 1.72743], [-4.37504, -5.73659, 0.00446], [-3.12015, -5.28194, 1.18248], [-5.95826, -4.15991, 1.32649], [-5.24226, -3.06238, -0.68639], [-3.52977, -3.06163, -0.20413], [3.29711, -0.88154, 6.57213], [4.72066, -0.43548, 6.82902], [5.12550, -0.50401, 8.27212], [6.13390, 0.50016, 8.35250], [5.85199, 1.41416, 7.38406], [6.37737, 2.48288, 7.29004], [4.88996, 0.95309, 6.53810], [3.11185, -0.94577, 5.49817], [3.10350, -1.86297, 7.01171], [2.58017, -0.16504, 6.96906], [5.41286, -1.00033, 6.19434], [5.52868, -1.48092, 8.54390], [4.31911, -0.24588, 8.96532], [-4.76789, 1.31403, -9.54312], [-4.11131, 2.23313, -8.53611], [-5.04810, 3.23528, -7.92832], [-4.17263, 4.30402, -7.58631], [-3.12236, 4.23926, -8.45263], [-2.29450, 5.09155, -8.58160], [-3.14106, 3.07212, -9.15974], [-4.07317, 0.52302, -9.83737], [-5.66397, 0.84580, -9.12984], [-5.03437, 1.85202, -10.45662], [-3.60394, 1.64455, -7.76430], [-5.54991, 2.84749, -7.04025], [-5.80167, 3.61119, -8.62814], [-1.55096, -8.19677, 12.60789], [-2.21911, -9.53849, 12.81288], [-2.10439, -10.45723, 11.63192], [-3.26116, -11.27854, 11.77351], [-4.18747, -10.53679, 12.43916], [-5.33579, -10.84083, 12.56121], [-3.63485, -9.39911, 12.94546], [-1.54319, -7.63364, 13.54457], [-0.51921, -8.31412, 12.27120], [-2.09601, -7.58883, 11.88260], [-1.83978, -10.01271, 13.72470], [-1.19520, -11.05961, 11.66182], [-2.15779, -9.94058, 10.66899], [-1.82470, 1.10205, -13.72083], [-1.37199, -0.21441, -13.12704], [-1.80813, -1.41531, -13.91463], [-1.86445, -2.42890, -12.91584], [-2.11739, -1.79986, -11.73582], [-2.41813, -2.35729, -10.72407], [-1.98698, -0.44920, -11.85998], [-1.35889, 1.93462, -13.18848], [-1.55248, 1.17583, -14.77592], [-2.90500, 1.23149, -13.61950], [-0.28681, -0.20716, -12.97977], [-1.09430, -1.68038, -14.69614], [-2.80180, -1.30878, -14.36083], [3.00862, -1.49709, 1.74400], [3.50133, -2.80976, 2.31503], [3.07330, -4.01315, 1.52713], [3.06048, -5.03709, 2.52052], [2.82088, -4.42322, 3.70859], [2.55363, -4.99432, 4.72634], [2.91910, -3.07108, 3.59388], [3.46864, -0.65965, 2.27385], [3.25581, -1.40751, 0.68424], [1.92831, -1.39088, 1.87003], [4.58908, -2.78116, 2.43847], [3.77479, -4.25667, 0.72800], [2.06800, -3.92443, 1.10399]],
  "lowdin_charge": [-0.005, -0.471, 0.033, -0.070, -0.245, -0.239, 0.750, -0.212, -0.282, -0.292, -0.181, -0.237, -0.127, -0.211, -0.264, -0.096, -0.194, 0.081, 0.076, 0.084, 0.102, 0.115, 0.038, 0.037, -0.079, -0.080, 0.040, 0.034, 0.069, 0.087, 0.099, 0.097, 0.121, 0.116, 0.067, 0.035, 0.031, 0.126, 0.097, 0.028, -0.003, -0.321, -0.099, 0.038, -0.518, 0.128, 0.103, 0.063, 0.072, 0.109, 0.141, 0.134, 0.132, -0.020, -0.335, -0.111, 0.067, -0.544, 0.133, 0.091, 0.079, 0.076, 0.096, 0.155, 0.112, 0.145, -0.019, -0.346, -0.104, 0.054, -0.540, 0.152, 0.085, 0.086, 0.089, 0.094, 0.158, 0.142, 0.143, -0.024, -0.345, -0.102, 0.076, -0.546, 0.152, 0.077, 0.080, 0.085, 0.091, 0.159, 0.129, 0.148, -0.021, -0.342, -0.103, 0.074, -0.537, 0.146, 0.085, 0.087, 0.091, 0.092, 0.161, 0.144, 0.143, -0.025, -0.334, -0.108, 0.061, -0.546, 0.150, 0.092, 0.077, 0.087, 0.077, 0.157, 0.139, 0.143, -0.018, -0.343, -0.109, 0.062, -0.538, 0.163, 0.081, 0.075, 0.089, 0.090, 0.155, 0.142, 0.139, -0.023, -0.345, -0.106, 0.061, -0.547, 0.154, 0.085, 0.085, 0.088, 0.093, 0.158, 0.141, 0.144, -0.019, -0.343, -0.111, 0.064, -0.545, 0.157, 0.080, 0.090, 0.090, 0.092, 0.161, 0.141, 0.141, -0.004, -0.334, -0.101, 0.075, -0.514, 0.143, 0.081, 0.094, 0.098, 0.075, 0.163, 0.144, 0.143]
}


Copy entry 2 word for word.
{
  "formula": "C4H6FNOS",
  "method": "ωB97M-V/def2-TZVPD",
  "total_charge": 0,
  "orbital_gap_ev": 8.3,
  "max_force_ev_per_a": 8.26,
  "species": ["C", "C", "C", "C", "H", "H", "H", "H", "H", "H", "N", "O", "F", "S"],
  "positions_angstrom": [[0.27849, 1.44489, -0.10580], [0.57943, -0.02562, -0.02526], [1.92657, -0.18340, 0.15897], [-2.46538, -1.28103, -0.21699], [-1.31461, 1.64844, -0.45965], [0.47944, 1.70568, 1.29595], [1.20026, 1.90539, -0.95866], [2.52909, 0.47531, -0.65117], [2.36233, 0.08946, 1.16421], [-2.41696, -2.35856, -0.29759], [-0.11117, -1.10188, 0.09447], [-1.44362, -0.39425, -0.13321], [2.33209, -1.60207, -0.00207], [-3.93596, -0.32236, 0.13680]],
  "nbo_charge": [-0.702, 0.094, 0.004, 0.152, 0.325, 0.273, 0.262, 0.196, 0.222, 0.217, -0.074, -0.422, -0.375, -0.171]
}


Please write out number 1 again, unchanged.
{
  "formula": "C24H16Cl2N6O2PdS",
  "method": "ωB97M-V/def2-TZVPD",
  "total_charge": 0,
  "orbital_gap_ev": 5.6,
  "max_force_ev_per_a": 3.85,
  "species": ["Pd", "Cl", "C", "C", "C", "N", "C", "O", "C", "C", "C", "C", "C", "N", "C", "C", "C", "Cl", "N", "C", "O", "C", "C", "C", "C", "C", "N", "H", "H", "H", "H", "H", "H", "H", "H", "H", "H", "N", "C", "S", "C", "C", "C", "N", "C", "C", "H", "H", "H", "H", "H", "H"],
  "positions_angstrom": [[0.09670, 0.09192, 0.09921], [-4.51244, -2.34288, 4.42791], [-3.64200, -1.34449, 3.32993], [-2.50649, -1.83054, 2.71076], [-1.79356, -1.01128, 1.82972], [-0.66687, -1.36290, 1.13658], [0.05732, -2.50684, 1.24515], [-0.19837, -3.47672, 1.94689], [1.25869, -2.46015, 0.35313], [2.03808, -3.60629, 0.21297], [3.11890, -3.59646, -0.64338], [3.38942, -2.42268, -1.34299], [2.59417, -1.31092, -1.12945], [1.55309, -1.30367, -0.29777], [-2.22913, 0.33762, 1.61521], [-3.38886, 0.80280, 2.24002], [-4.09421, -0.03867, 3.07851], [-5.53340, 0.52929, 3.82936], [-1.40907, 1.07701, 0.80728], [-1.57473, 2.35622, 0.40047], [-2.48279, 3.12313, 0.68615], [-0.42192, 2.77145, -0.47389], [-0.52489, 3.87211, -1.31667], [0.58960, 4.30493, -2.01344], [1.79868, 3.65596, -1.78733], [1.81322, 2.53408, -0.97485], [0.72818, 2.06493, -0.36158], [-2.16198, -2.83132, 2.91316], [1.76210, -4.47579, 0.79038], [3.73558, -4.47265, -0.76931], [4.20734, -2.37295, -2.04239], [2.80216, -0.38667, -1.65414], [-3.71298, 1.81846, 2.07496], [-1.48355, 4.35729, -1.41115], [0.52409, 5.13869, -2.69320], [2.71012, 3.99869, -2.24703], [2.73770, 1.99340, -0.79938], [-2.56101, 0.91063, -7.00684], [-1.41011, 1.26410, -6.36568], [-0.34862, 2.28488, -7.19633], [-1.13865, 0.84872, -5.03220], [-1.99788, 0.06545, -4.22007], [-1.63941, -0.23175, -2.92573], [-0.46781, 0.10961, -2.36333], [0.37666, 0.79808, -3.15578], [0.08578, 1.20826, -4.42464], [-2.58792, 1.09496, -7.99776], [-3.05907, 0.09699, -6.68878], [-2.95117, -0.28326, -4.59141], [-2.30631, -0.80553, -2.29172], [1.34140, 1.03935, -2.72981], [0.78923, 1.80768, -4.98318]],
  "nbo_charge": [0.885, 0.017, -0.065, -0.278, 0.205, -0.604, 0.604, -0.625, 0.137, -0.203, -0.147, -0.248, 0.061, -0.437, 0.118, -0.248, -0.081, 0.019, -0.573, 0.600, -0.621, 0.157, -0.213, -0.142, -0.258, 0.040, -0.467, 0.265, 0.258, 0.227, 0.229, 0.196, 0.265, 0.253, 0.230, 0.230, 0.207, -0.749, 0.116, -0.154, -0.117, -0.213, 0.040, -0.444, 0.004, -0.140, 0.417, 0.386, 0.213, 0.214, 0.191, 0.244]
}